Entry 1:
{
  "formula": "C5H8O",
  "method": "the ωB97M-V functional and the def2-TZVPD basis",
  "smiles": "C1=CCOCC1",
  "homo_lumo_gap_ev": 10.4,
  "total_charge": 0,
  "e_lumo_ha": 0.039,
  "e_homo_ev": -9.37,
  "symbols": ["C", "C", "C", "O", "C", "C", "H", "H", "H", "H", "H", "H", "H", "H"],
  "coordinates": [[-0.072323, 1.303246, 0.250298], [1.155575, 0.806237, 0.251243], [1.423584, -0.657227, 0.065479], [0.280227, -1.470928, 0.194372], [-0.925436, -0.989885, -0.365450], [-1.285286, 0.441220, 0.051237], [-0.225735, 2.367455, 0.415709], [2.016885, 1.453640, 0.399420], [2.104880, -1.007909, 0.848272], [1.936686, -0.817633, -0.899638], [-1.687815, -1.680777, 0.006688], [-0.920345, -1.070915, -1.464883], [-1.921315, 0.882511, -0.726185], [-1.879586, 0.440969, 0.973436]],
  "forces_ev_per_angstrom": [[0.025, 0.032, 0.011], [-0.017, 0.007, -0.023], [0.184, 0.125, 0.023], [-0.055, -0.062, 0.178], [-0.235, 0.068, -0.095], [-0.011, 0.015, 0.037], [-0.016, -0.128, -0.035], [-0.075, -0.098, -0.057], [-0.002, 0.058, -0.125], [-0.180, -0.059, 0.071], [0.068, 0.078, -0.172], [0.220, 0.051, 0.147], [0.024, -0.059, 0.123], [0.071, -0.028, -0.084]],
  "mulliken_charge": [-0.318, -0.311, -0.488, -0.364, -0.473, -0.438, 0.355, 0.360, 0.289, 0.267, 0.269, 0.300, 0.291, 0.260]
}

***

Entry 2:
{
  "formula": "C8H11N4S",
  "method": "the ωB97M-V functional and the def2-TZVPD basis",
  "homo_lumo_gap_ev": [6.7, 5.1],
  "total_charge": 1,
  "s2": 2.014,
  "multiplicity": 3,
  "e_lumo_ha": [-0.140, -0.246],
  "e_homo_ev": [-10.53, -11.76],
  "symbols": ["C", "C", "C", "C", "C", "C", "C", "C", "N", "N", "N", "N", "S", "H", "H", "H", "H", "H", "H", "H", "H", "H", "H", "H"],
  "coordinates": [[-3.410310, 1.875980, 0.208396], [-2.117251, 1.402154, -0.040003], [-3.533757, -0.278232, 0.332911], [0.174878, -0.481292, -0.373053], [-1.275998, -0.883394, -0.239553], [1.135965, -1.500235, 0.124012], [1.990070, 0.901643, -0.832131], [2.948505, 0.090372, -0.046952], [-4.258659, 0.791779, 0.405141], [0.626733, 0.626267, -0.757576], [-2.251466, 0.040666, 0.034297], [2.183657, -0.785466, 0.874356], [-1.513060, -2.517224, -0.434644], [-3.634729, 2.971897, 0.361889], [-1.137662, 1.792266, -0.314172], [-4.001235, -1.257769, 0.273737], [0.675759, -2.204910, 0.667372], [1.621352, -1.966828, -0.638254], [1.959477, 1.949479, -0.520360], [2.185279, 0.924840, -1.893193], [3.611728, -0.640597, -0.582369], [3.319171, 0.812410, 0.589184], [1.830173, -0.160189, 1.677363], [2.871384, -1.503612, 1.123595]],
  "forces_ev_per_angstrom": [[1.710, 0.411, 0.263], [-1.332, 1.009, 0.171], [-1.589, 0.466, -0.710], [-2.165, -1.225, 0.573], [2.825, 2.002, 0.027], [0.004, 2.799, -0.167], [-0.581, 1.859, -1.363], [-0.236, -1.786, -0.729], [-0.225, 1.273, 0.465], [-2.332, 0.218, -0.372], [1.036, -1.342, -0.541], [0.030, 0.227, 1.237], [-0.886, -1.511, -0.101], [-0.253, -1.723, -0.402], [-0.768, 0.228, 0.241], [0.613, -0.060, 0.273], [-1.413, -2.481, 2.487], [1.554, -1.434, -2.374], [1.050, 0.075, -0.019], [0.635, 0.024, -0.418], [-0.203, 1.435, 0.281], [2.435, 0.933, 1.145], [0.462, -1.805, -1.120], [-0.372, 0.412, 1.152]],
  "mulliken_spin": [0.035, 0.003, 0.034, 0.091, 0.427, -0.052, -0.003, 0.001, 0.043, 0.205, 0.040, 0.002, 1.164, 0.001, -0.003, -0.010, -0.013, 0.009, 0.009, 0.013, 0.002, 0.000, 0.001, 0.001]
}

***

Entry 3:
{
  "formula": "C3H6NO2S",
  "method": "the ωB97M-V functional and the def2-TZVPD basis",
  "homo_lumo_gap_ev": [5.7, 5.7],
  "total_charge": -1,
  "e_lumo_ha": [0.132, 0.132],
  "e_homo_ev": [-2.08, -2.08],
  "symbols": ["C", "C", "C", "N", "O", "O", "S", "H", "H", "H", "H", "H", "H"],
  "coordinates": [[-0.472765, 0.557886, -0.949784], [-1.085419, -0.633896, -0.255138], [0.955816, 0.032989, 1.195997], [-0.040075, 1.461653, 0.118488], [0.808313, 2.264907, -0.338787], [1.114091, -2.114977, -0.258414], [0.238556, -1.501339, 0.748911], [0.352489, 0.100601, -1.413068], [-1.170115, 1.230576, -1.497336], [-1.739099, -0.381170, 0.471582], [-1.454650, -1.435960, -0.824792], [2.001771, 0.034772, 0.870707], [0.491088, 0.383958, 2.131636]],
  "forces_ev_per_angstrom": [[-1.428, -0.630, 1.641], [2.000, -0.608, -0.712], [-1.307, 0.063, -0.194], [0.635, -0.762, 0.794], [0.797, 1.403, -0.228], [1.231, -1.083, -1.173], [-1.195, 1.696, 0.306], [1.261, 0.362, -1.688], [0.444, -1.027, -0.298], [-2.581, 1.035, 2.279], [-0.726, -0.825, -1.175], [-0.285, 0.432, 0.621], [1.152, -0.055, -0.174]],
  "mulliken_charge": [-0.446, -0.906, -0.800, -0.152, -0.639, -0.658, 0.304, 0.378, 0.354, 0.448, 0.422, 0.349, 0.347]
}

***

Entry 4:
{
  "formula": "C8H12Cl2",
  "method": "the ωB97M-V functional and the def2-TZVPD basis",
  "smiles": "CC1(C)[C@]2(Cl)C(C)(C)[C@]12Cl",
  "homo_lumo_gap_ev": 9.2,
  "total_charge": 0,
  "e_lumo_ha": 0.026,
  "e_homo_ev": -8.48,
  "symbols": ["C", "C", "C", "C", "Cl", "C", "C", "C", "C", "Cl", "H", "H", "H", "H", "H", "H", "H", "H", "H", "H", "H", "H"],
  "coordinates": [[-1.350391, -1.383920, -0.874678], [0.047548, -1.273781, -0.229497], [0.713513, -2.579972, 0.026230], [0.857510, -0.083162, -0.675759], [2.419693, -0.094095, -1.288304], [-0.025901, 1.219886, 0.168754], [1.033739, 2.179638, 0.762431], [-1.366652, 1.924476, -0.109376], [0.314784, -0.099772, 0.739623], [1.120665, -0.428752, 2.253417], [-2.005186, -0.486992, -0.918369], [-2.008774, -2.107007, -0.375612], [-1.279016, -1.698055, -1.839678], [1.898494, -2.460118, -0.160623], [0.208299, -3.207880, -0.671350], [0.482738, -2.926951, 1.021549], [0.722132, 2.826129, 1.543616], [1.332401, 2.829510, 0.026572], [1.963376, 1.677078, 1.160509], [-1.455684, 2.603938, 0.639760], [-2.119063, 1.184806, -0.178748], [-1.504224, 2.384995, -1.020466]],
  "forces_ev_per_angstrom": [[-1.104, 0.686, 2.772], [-2.059, 2.909, -0.226], [2.539, 1.057, -0.441], [-2.372, 1.699, 2.194], [1.003, 0.323, -0.222], [2.731, -1.034, -0.079], [0.801, -1.834, 0.274], [1.563, -3.647, -0.516], [-0.182, -1.687, -0.764], [-0.132, 0.021, 0.080], [1.043, -0.298, 0.204], [0.367, -0.157, 0.208], [0.484, -1.027, -2.918], [-2.826, -0.742, 0.512], [0.385, -1.095, -0.604], [0.235, -0.149, 0.361], [-1.000, 0.257, 0.953], [0.925, 1.650, -2.026], [-1.136, 0.373, -0.693], [-0.837, 1.872, 2.280], [-1.111, -0.533, 0.838], [0.682, 1.357, -2.187]],
  "mulliken_charge": [-1.644, 1.475, -1.418, -0.252, -0.161, 1.072, -1.835, -1.640, -0.074, -0.178, 0.197, 0.394, 0.449, 0.286, 0.474, 0.337, 0.472, 0.481, 0.372, 0.472, 0.350, 0.370]
}

***

What is the formula in the second record?
C8H11N4S